Molecular formula: C39H36ClCuN3Si2
Method: DFT, ωB97M-V/def2-TZVPD

The energy relative to the best compared isomer or geometry (same formula, charge and spin) is 0.0 kJ/mol. The LUMO energy (alpha / beta) comes out at 0.401 / 0.165 eV. Its spin multiplicity is 2. As for the total energy: -4351.6933 Eh. The calculation puts the highest occupied orbital energy (alpha / beta) at -5.75 / -6.62 eV.

CARTESIAN COORDINATES (ANGSTROEM)
C1 -2.00194 -0.55803 5.19193
C2 -2.59741 -0.03156 4.01670
C3 -2.33364 -0.93765 2.93722
H1 -3.21323 0.86227 3.93823
C4 -1.57334 -2.03539 3.48052
C5 -1.40821 -1.80334 4.87612
H2 -0.94782 -2.49576 5.57749
H3 -2.05235 -0.11031 6.18177
H4 -2.72673 -0.88865 1.92555
H5 -1.30715 -2.92931 2.91989
Cu1 -0.40861 -0.24232 3.16547
Si1 0.05323 -0.14426 0.88572
C6 -0.76531 1.30779 0.05345
C7 -0.07329 1.96020 -0.98326
H6 0.90896 1.58967 -1.29125
C8 -0.63425 3.06998 -1.62453
H7 -0.08287 3.56888 -2.42512
C9 -1.90197 3.53540 -1.25238
H8 -2.33909 4.40021 -1.75933
C10 -2.60268 2.88799 -0.22875
H9 -3.58824 3.24973 0.07791
C11 -2.04427 1.77467 0.41371
H10 -2.60890 1.28347 1.21533
C12 -0.60981 -1.65640 0.01427
C13 -1.73036 -1.61836 -0.84014
H11 -2.20869 -0.66350 -1.07894
C14 -2.25187 -2.80201 -1.38529
H12 -3.12320 -2.75639 -2.04353
C15 -1.66721 -4.03634 -1.08276
H13 -2.08086 -4.96049 -1.49701
C16 -0.55052 -4.08457 -0.23879
H14 -0.09212 -5.04346 0.01570
C17 -0.01561 -2.90360 0.28763
H15 0.87565 -2.94664 0.92021
H16 1.53714 -0.08348 0.78388
Si2 2.46331 0.29122 -5.00652
C18 1.66096 -1.34763 -5.33777
C19 0.66959 -1.49319 -6.32290
H17 0.34572 -0.62908 -6.91246
C20 0.08497 -2.74693 -6.54564
H18 -0.69867 -2.84935 -7.29726
C21 0.49970 -3.86367 -5.81048
H19 0.04630 -4.84143 -5.98954
C22 1.51003 -3.72180 -4.85205
H20 1.85072 -4.58750 -4.28318
C23 2.09734 -2.47365 -4.62303
H21 2.89603 -2.37284 -3.88390
C24 1.25395 1.62232 -5.45401
C25 -0.01926 1.64870 -4.86886
H22 -0.32099 0.87044 -4.16117
C26 -0.90354 2.68666 -5.17988
H23 -1.88566 2.70986 -4.70577
C27 -0.52977 3.69158 -6.08008
H24 -1.22486 4.50146 -6.31526
C28 0.73875 3.65443 -6.66988
H25 1.03664 4.43408 -7.37246
C29 1.63206 2.62177 -6.36160
H26 2.62341 2.58297 -6.82161
H27 3.71511 0.38665 -5.79465
Cl1 2.94587 0.46631 -3.01056
N1 1.35196 0.79710 5.72421
C30 1.83412 -0.39507 5.18983
C31 2.86927 -1.01287 5.92419
C32 3.36020 -2.23897 5.50357
C33 2.76024 -2.82346 4.37471
C34 1.73129 -2.16298 3.71746
N2 1.29940 -0.92862 4.08420
C35 0.60181 1.82369 5.15323
C36 0.58644 3.03506 5.88071
C37 -0.18851 4.08802 5.42766
C38 -0.94764 3.87752 4.26279
C39 -0.86909 2.65949 3.59919
N3 -0.08677 1.63346 4.01994
H28 1.79916 1.06050 6.59395
H29 3.22784 -0.49505 6.80724
H30 4.17116 -2.72034 6.03889
H31 3.07292 -3.79953 4.01129
H32 1.20562 -2.61327 2.87232
H33 1.17858 3.07393 6.78979
H34 -0.20815 5.03190 5.96421
H35 -1.61545 4.64341 3.87644
H36 -1.45550 2.46626 2.69710